(1)
Computed, not measured: a structure of composition C19H15BBrF4N4O4Sn, with wB97M-V/def2-TZVPD.

Last column: Mulliken charge in e.
Geometry (Å):
Sn (0.0348, 0.4775, 0.0156)  0.850
O (4.0707, -0.5753, -1.3504)  -0.671
C (2.9239, -0.2088, -1.1975)  -0.047
N (2.2333, -0.0345, -0.0220)  0.311
C (2.9247, -0.1787, 1.1587)  -0.116
O (4.0884, -0.4769, 1.3246)  -0.679
C (2.0869, 0.0960, 2.3919)  0.551
C (2.6963, 0.2438, 3.6277)  -0.731
C (1.8964, 0.5128, 4.7230)  -0.269
C (0.5231, 0.6198, 4.5549)  -0.805
C (-0.0053, 0.4578, 3.2877)  -0.115
N (0.7737, 0.1911, 2.2413)  0.317
C (2.1226, 0.1091, -2.4445)  0.563
C (2.7823, 0.3068, -3.6504)  -0.581
C (2.0277, 0.6026, -4.7699)  -0.408
C (0.6460, 0.6846, -4.6559)  -0.723
C (0.0760, 0.4682, -3.4155)  -0.530
N (0.8036, 0.1779, -2.3430)  0.238
H (3.7707, 0.1539, 3.6880)  0.506
H (2.3385, 0.6484, 5.7020)  0.402
H (-0.1310, 0.8395, 5.3872)  0.437
H (-1.0644, 0.5452, 3.0744)  0.413
H (3.8593, 0.2291, -3.6686)  0.536
H (2.5088, 0.7765, -5.7240)  0.405
H (0.0231, 0.9237, -5.5065)  0.403
H (-0.9956, 0.5385, -3.2614)  0.485
Br (-3.3561, 2.5945, 0.8966)  -0.111
C (-3.7661, 0.7403, 0.9302)  0.144
C (-4.9212, 0.2919, 0.3058)  -0.659
C (-5.1399, -1.0758, 0.2879)  -0.191
C (-4.2121, -1.9204, 0.8784)  -0.791
C (-3.1031, -1.3571, 1.4880)  -0.207
N (-2.8882, -0.0404, 1.5199)  0.008
H (-5.6017, 0.9910, -0.1570)  0.395
H (-6.0196, -1.4768, -0.1996)  0.376
H (-4.3140, -2.9957, 0.8521)  0.415
H (-2.3329, -1.9840, 1.9176)  0.525
F (0.8054, 4.8189, -0.1402)  -0.372
B (1.4159, 3.6050, 0.1573)  0.432
F (0.7233, 2.9641, 1.2246)  -0.329
F (2.7521, 3.7732, 0.5073)  -0.395
F (1.3268, 2.7386, -0.9788)  -0.267
C (-0.5096, -2.9285, -1.8786)  -0.831
C (-0.7890, -2.7488, -0.3940)  0.486
O (-1.3881, -3.6161, 0.2325)  -0.703
O (-0.3723, -1.6412, 0.1167)  -0.334
H (-0.8048, -3.9221, -2.2072)  0.346
H (0.5481, -2.7612, -2.0838)  0.213
H (-1.0675, -2.1780, -2.4429)  0.106

Output
net charge	-1
energy relative to the best compared isomer or geometry (same formula, charge and spin)	7.26	kcal/mol
strongest force on any atom	0.3	eV/A

---

(2)
Computed, not measured: a cluster of 7 separate species, C17H41N6O9S in total, with wB97M-V/def2-TZVPD.

Last column: Mulliken charge in e.
Geometry (Å):
N (0.0854, 0.3927, 0.9165)  1.017
O (1.2569, 0.0679, 0.8650)  -0.673
O (-0.2099, 1.5384, 0.6502)  -0.676
O (-0.7118, -0.3937, 1.4057)  -0.669
C (-1.1916, 2.2761, -5.9649)  -0.964
C (-1.8292, 3.6283, -6.2765)  0.683
O (-1.8768, 3.9630, -7.4123)  -0.603
N (-2.2512, 4.2978, -5.2304)  -0.208
C (-2.8797, 5.6174, -5.4399)  -0.839
H (-0.2512, 2.0461, -6.4658)  0.271
H (-1.8747, 1.4475, -6.1517)  0.236
H (-1.0408, 2.1895, -4.8888)  0.300
H (-2.0433, 3.9595, -4.3018)  0.239
H (-2.1757, 6.4491, -5.4675)  0.265
H (-3.5077, 5.8037, -4.5687)  0.342
H (-3.5405, 5.5657, -6.3052)  0.278
C (5.8668, 0.0558, 4.8081)  -0.909
C (6.2301, 1.5318, 4.8059)  0.615
O (7.1474, 1.9485, 5.5456)  -0.674
N (5.4173, 2.2297, 4.0892)  -0.165
C (5.5528, 3.7228, 4.0950)  -0.861
H (5.4103, -0.1561, 5.7749)  0.224
H (6.8674, -0.3765, 4.8021)  0.271
H (5.2386, -0.2899, 3.9871)  0.333
H (4.7356, 1.7897, 3.4878)  0.268
H (6.4557, 4.0995, 3.6146)  0.277
H (5.5860, 4.1015, 5.1166)  0.276
H (4.7248, 4.2474, 3.6181)  0.345
C (1.5799, -5.1222, -1.3597)  -1.078
C (2.7124, -5.8204, -0.6995)  0.752
O (2.8477, -7.0221, -0.9115)  -0.657
N (3.5844, -5.1541, 0.0400)  -0.195
C (4.7219, -5.6088, 0.8022)  -0.870
H (1.7761, -4.1419, -1.7940)  0.349
H (0.8434, -4.9186, -0.5824)  0.280
H (1.1489, -5.6839, -2.1885)  0.288
H (3.4295, -4.1623, 0.1515)  0.208
H (5.4688, -4.8163, 0.8491)  0.310
H (5.2109, -6.5343, 0.4979)  0.314
H (4.5084, -5.8002, 1.8538)  0.300
C (4.8956, 3.7060, -2.2169)  -1.039
C (4.5637, 5.1894, -2.1644)  0.715
O (5.2564, 5.9958, -2.7702)  -0.644
N (3.4696, 5.5240, -1.4454)  -0.186
C (3.0122, 6.8509, -1.2361)  -0.864
H (4.0402, 3.0826, -2.4769)  0.337
H (5.1505, 3.4324, -1.1931)  0.263
H (5.7570, 3.5597, -2.8685)  0.282
H (2.9075, 4.8695, -0.9203)  0.260
H (3.8326, 7.5630, -1.3251)  0.296
H (2.5738, 6.9124, -0.2401)  0.314
H (2.2237, 6.9913, -1.9755)  0.267
C (-6.5880, 1.1946, -0.6842)  -1.006
C (-6.9571, -0.0625, -1.3575)  0.744
O (-8.0335, -0.3268, -1.7848)  -0.646
N (-6.0485, -0.9858, -1.4920)  -0.215
C (-6.1652, -2.3362, -2.0773)  -0.860
H (-6.2769, 2.0506, -1.2831)  0.241
H (-5.8188, 1.0154, 0.0669)  0.339
H (-7.4653, 1.5138, -0.1215)  0.282
H (-5.1416, -0.7842, -1.0958)  0.236
H (-5.3174, -2.9812, -1.8463)  0.335
H (-6.1778, -2.2590, -3.1645)  0.272
H (-7.0588, -2.8732, -1.7592)  0.278
C (-5.0702, -5.4769, 4.0658)  -0.782
S (-6.2733, -6.0000, 5.3876)  0.480
O (-7.3380, -6.8937, 4.7348)  -0.622
C (-5.2135, -7.1175, 6.3604)  -0.900
H (-4.6997, -4.4634, 4.2196)  0.316
H (-5.7064, -5.4748, 3.1807)  0.292
H (-4.3340, -6.2787, 4.0102)  0.257
H (-5.8744, -7.7799, 6.9194)  0.316
H (-4.5688, -6.6053, 7.0745)  0.342
H (-4.5790, -7.7198, 5.7103)  0.300

Output
net charge	-1
total energy	-56495.3123	eV
strongest force on any atom	5.1	eV/A

---

(3)
Computed, not measured: a cluster of 2 separate species, C2H3NO2 in total, with wB97M-V/def2-TZVPD.

Last column: Mulliken charge in e.
Geometry (Å):
C (-0.8618, 0.7788, -0.9200)  0.615
C (1.2326, -0.9029, 0.5911)  -0.121
N (-1.9345, 0.7795, -0.3867)  -0.466
O (0.1391, 0.6969, -1.4642)  -0.425
O (0.1665, -1.0005, 1.0610)  -0.369
H (2.0543, -1.6486, 1.0286)  0.216
H (1.4494, -0.2060, -0.1661)  0.271
H (-2.2456, 1.5029, 0.2562)  0.279

Output
energy relative to the best compared isomer or geometry (same formula, charge and spin)	32.64	kcal/mol
SMILES	N=C=O.C=O
strongest force on any atom	4.7	eV/A

---

(4)
Computed, not measured: a structure of composition C32H21BrCl2N6O4S3SbSn, with wB97M-V/def2-TZVPD.

Last column: Mulliken charge in e.
Geometry (Å):
Sn (-0.6199, 1.7228, 0.7568)  0.290
Cl (-5.3238, 6.2573, -1.7586)  -0.267
C (-4.1870, 5.5046, -0.6691)  0.044
C (-3.9353, 4.1496, -0.8067)  -0.400
C (-3.0435, 3.4985, 0.0411)  -0.286
N (-2.6909, 2.1416, -0.0711)  0.140
C (-3.5077, 1.2462, -0.6419)  0.606
O (-4.6084, 1.4260, -1.1768)  -0.778
C (-2.9704, -0.1719, -0.6480)  0.201
C (-3.2140, -0.9682, -1.7641)  -0.635
C (-2.6802, -2.2418, -1.7983)  -0.360
C (-1.9478, -2.6908, -0.7073)  -0.391
C (-1.7904, -1.8382, 0.3708)  -0.371
N (-2.2875, -0.6028, 0.4078)  -0.412
C (-2.3832, 4.2419, 1.0507)  -0.170
C (-2.6478, 5.6042, 1.1642)  -0.577
C (-3.5451, 6.2287, 0.3142)  0.108
Cl (-3.8354, 7.9377, 0.5194)  -0.268
N (-1.4332, 3.5552, 1.8293)  0.073
C (-0.9772, 4.0896, 2.9724)  0.485
O (-1.3374, 5.1332, 3.5278)  -0.797
C (0.1659, 3.3430, 3.6415)  0.249
C (1.0149, 4.0466, 4.4906)  -0.610
C (2.0894, 3.3804, 5.0493)  -0.261
C (2.2857, 2.0397, 4.7481)  -0.688
C (1.3858, 1.4235, 3.8987)  -0.241
N (0.3430, 2.0572, 3.3696)  -0.240
H (-4.4448, 3.5895, -1.5710)  0.617
H (-3.8011, -0.5610, -2.5751)  0.468
H (-2.8206, -2.8747, -2.6664)  0.399
H (-1.4937, -3.6728, -0.6964)  0.432
H (-1.2212, -2.1476, 1.2403)  0.448
H (-2.1525, 6.1789, 1.9278)  0.632
H (0.8111, 5.0909, 4.6752)  0.418
H (2.7807, 3.9043, 5.6987)  0.389
H (3.1272, 1.4871, 5.1432)  0.371
H (1.5086, 0.3861, 3.6080)  0.509
C (-0.5703, 1.2697, -3.4085)  -1.156
O (-0.2133, 0.3031, -2.4270)  1.111
C (0.3450, -0.8557, -2.8404)  -0.634
C (0.3691, -1.3018, -4.1505)  -0.489
C (0.9490, -2.5371, -4.4252)  -0.517
Br (0.9679, -3.1420, -6.2360)  -0.271
C (1.4962, -3.3288, -3.4492)  -0.869
C (1.4728, -2.8701, -2.1229)  0.866
C (0.9100, -1.6402, -1.8174)  1.078
O (0.7864, -1.1753, -0.5544)  0.075
C (2.0477, -3.7564, -1.0981)  -0.001
N (2.5495, -4.9453, -1.3485)  -0.806
C (2.9686, -5.4195, -0.1218)  0.384
C (3.5761, -6.6293, 0.2136)  -0.724
C (3.8994, -6.8525, 1.5392)  -0.410
C (3.6283, -5.8933, 2.5282)  -0.472
C (3.0247, -4.6885, 2.2159)  -0.902
C (2.7013, -4.4735, 0.8807)  0.543
N (2.1030, -3.4274, 0.2248)  0.460
H (0.3025, 1.5281, -4.0112)  0.388
H (-0.8922, 2.1518, -2.8536)  0.027
H (-1.3892, 0.9017, -4.0343)  0.335
H (-0.0387, -0.7032, -4.9492)  0.536
H (1.9439, -4.2863, -3.6663)  0.585
H (1.4984, -0.5247, -0.3121)  -0.528
H (3.7866, -7.3637, -0.5534)  0.410
H (4.3746, -7.7832, 1.8241)  0.359
H (3.9007, -6.1000, 3.5557)  0.364
H (2.8214, -3.9440, 2.9747)  0.451
H (1.7775, -2.5371, 0.5739)  -0.035
S (2.6827, 1.4215, -3.3334)  -0.621
Sb (2.4631, 2.3664, -1.2621)  0.596
S (2.7548, 0.8952, 0.5176)  -0.678
S (0.3903, 3.4467, -0.9675)  -0.578

Output
multiplicity	2
net charge	-2
energy relative to the best compared isomer or geometry (same formula, charge and spin)	8.65	kcal/mol
strongest force on any atom	0.8	eV/A

---

(5)
Computed, not measured: a structure of composition C18H34NPtS3Si2, with wB97M-V/def2-TZVPD.

Last column: Mulliken charge in e.
Geometry (Å):
Pt (0.2366, -0.4021, -0.0790)  0.686
C (-0.8963, -2.8742, -1.9762)  -0.590
C (-0.2339, -2.0590, -3.0732)  -0.851
S (0.9885, -0.8169, -2.4762)  -0.116
C (0.4785, 0.6917, -3.3910)  -0.832
C (-0.9254, 1.2262, -3.1656)  -0.817
S (-1.3518, 1.4464, -1.3938)  -0.030
C (-2.9343, 0.5396, -1.3013)  -0.702
C (-2.9265, -0.9454, -1.6189)  -0.895
S (-1.7358, -1.9413, -0.6432)  -0.093
H (-1.6445, -3.5274, -2.4279)  0.567
H (-0.1641, -3.4799, -1.4425)  0.044
H (0.3139, -2.7420, -3.7227)  0.559
H (-0.9612, -1.5189, -3.6793)  0.468
H (1.2134, 1.4334, -3.0777)  0.400
H (0.6265, 0.4800, -4.4514)  0.485
H (-0.9971, 2.2080, -3.6366)  0.530
H (-1.6879, 0.5873, -3.6086)  0.398
H (-3.2614, 0.7034, -0.2768)  0.345
H (-3.6235, 1.0515, -1.9744)  0.542
H (-3.9118, -1.3536, -1.3925)  0.550
H (-2.7269, -1.1340, -2.6700)  0.367
C (3.7380, -0.5961, -0.0705)  -0.962
Si (2.7049, -0.1667, 1.4795)  0.552
C (2.0686, 1.6422, 1.3449)  -0.921
C (3.8372, -0.3871, 3.0032)  -1.204
C (1.1761, -1.2958, 1.7552)  1.006
C (0.2227, -0.6384, 2.6356)  -0.760
C (0.1110, -0.7657, 4.0224)  -0.379
C (-0.7860, 0.0401, 4.6947)  -0.531
C (-1.5677, 0.9475, 3.9854)  -1.012
C (-1.4466, 0.9748, 2.6107)  -0.325
N (-0.5847, 0.2050, 1.9694)  -0.337
Si (1.2663, -3.1861, 1.8286)  0.413
C (-0.5161, -3.8467, 2.0176)  -0.969
C (2.0661, -3.7935, 0.2019)  -1.170
C (2.2928, -3.8200, 3.3021)  -1.258
H (4.6278, 0.0253, -0.0864)  0.421
H (3.2068, -0.4306, -1.0038)  0.231
H (4.0628, -1.6293, -0.0519)  0.286
H (2.8507, 2.3263, 1.0382)  0.472
H (1.6864, 1.9856, 2.3010)  0.294
H (1.2510, 1.7330, 0.6186)  0.157
H (4.6616, 0.3160, 2.9854)  0.401
H (4.2650, -1.3834, 3.0129)  0.319
H (3.3024, -0.2490, 3.9359)  0.343
H (0.7383, -1.4683, 4.5454)  0.334
H (-0.8777, -0.0181, 5.7689)  0.495
H (-2.2559, 1.6043, 4.4910)  0.462
H (-2.0457, 1.6393, 2.0045)  0.433
H (-1.0849, -3.8164, 1.0939)  0.251
H (-1.0653, -3.2664, 2.7526)  0.349
H (-0.5063, -4.8760, 2.3577)  0.457
H (1.9784, -3.0610, -0.5964)  0.197
H (1.6308, -4.7301, -0.1347)  0.457
H (3.1244, -3.9717, 0.3550)  0.402
H (1.8719, -3.5181, 4.2556)  0.357
H (3.3145, -3.4614, 3.2653)  0.313
H (2.3276, -4.9050, 3.2936)  0.411

Output
net charge	+1
energy relative to the best compared isomer or geometry (same formula, charge and spin)	18.20	kcal/mol
strongest force on any atom	2.2	eV/A

---

(6)
Computed, not measured: a cluster of 2 separate species, C11H15N in total, with wB97M-V/def2-TZVPD.

Last column: Mulliken charge in e.
Geometry (Å):
C (0.1415, -1.6664, -2.2070)  -1.318
C (-0.2474, 0.5256, -1.1640)  0.893
C (0.7313, -0.4611, -1.5739)  0.572
C (0.6014, 1.5577, -0.6102)  -0.108
C (1.9734, -0.1265, -1.0606)  -0.540
C (-1.6563, 0.7131, -1.1820)  -0.494
C (0.1793, 2.8571, -0.4249)  -0.661
C (-2.0715, 1.9759, -0.8325)  -0.626
C (-1.1817, 3.0473, -0.6803)  -0.352
N (1.9423, 1.1297, -0.6170)  0.029
H (-2.2928, -0.1461, -1.3561)  0.458
H (-0.2691, -2.3219, -1.4298)  0.297
H (0.8844, -2.2771, -2.7178)  0.421
H (2.9311, -0.5954, -1.0032)  0.465
H (2.6216, 1.4793, 0.0475)  0.326
H (0.8543, 3.6810, -0.2285)  0.446
H (-3.1116, 2.2927, -0.8476)  0.380
H (-1.4938, 4.0763, -0.8314)  0.414
H (-0.5912, -1.3654, -2.9679)  0.382
C (-0.1940, -2.2897, 3.2800)  -1.075
C (0.1776, -1.3068, 2.1887)  -0.585
H (0.5423, -2.4064, 4.0631)  0.327
H (-1.1938, -1.9821, 3.5572)  0.298
H (-0.1725, -3.3473, 2.9427)  0.307
H (1.1826, -1.4077, 1.7399)  0.278
H (0.1556, -0.3176, 2.6385)  0.303
H (-0.4428, -1.3181, 1.2770)  0.161

Output
multiplicity	2
net charge	+1
energy relative to the best compared isomer or geometry (same formula, charge and spin)	24.59	kcal/mol
strongest force on any atom	4.3	eV/A